{"formula": "C26H33MnO4", "method": "the ωB97M-V functional and the def2-TZVPD basis", "total_charge": 1, "homo_ha": [-0.4231, -0.4231], "orbital_gap_ev": [7.695, 4.353], "lumo_ev": [-3.818, -7.160], "largest_force_ev_per_a": 2.61, "multiplicity": 4, "symbols": ["O", "C", "C", "H", "H", "C", "H", "H", "C", "H", "H", "H", "C", "H", "H", "H", "Mn", "C", "C", "C", "H", "C", "C", "H", "H", "H", "H", "C", "C", "C", "H", "C", "C", "H", "H", "H", "H", "O", "C", "C", "H", "H", "C", "H", "H", "C", "H", "H", "H", "H", "O", "C", "O", "C", "C", "C", "C", "C", "C", "H", "H", "H", "H", "H"], "coordinates": [[-3.96983, 2.20616, -2.07477], [-4.71547, 1.25718, -2.91178], [-5.62695, 2.29616, -3.54609], [-5.17454, 0.51820, -2.24956], [-4.08802, 0.76007, -3.66128], [-4.80007, 3.25173, -2.66082], [-6.68740, 2.14881, -3.31448], [-5.40175, 2.43203, -4.61095], [-5.54345, 3.96469, -1.56080], [-6.14856, 3.25301, -0.99460], [-6.23384, 4.70682, -1.97157], [-4.80250, 4.48803, -0.93748], [-3.98371, 4.22144, -3.48380], [-3.42838, 3.71090, -4.27832], [-3.30110, 4.77609, -2.83088], [-4.65327, 4.93785, -3.97496], [2.18566, -0.18559, 0.91822], [4.02397, -0.19572, -0.04433], [3.61213, -1.57082, -0.18144], [2.36339, -1.60385, -0.86619], [4.22382, -2.43137, 0.07067], [1.99335, -0.25872, -1.20814], [3.04414, 0.62359, -0.74887], [3.13545, 1.67544, -0.99498], [4.95388, 0.15183, 0.38673], [1.81628, -2.50266, -1.16912], [1.15162, 0.04133, -1.82938], [2.81378, 0.31749, 2.95788], [2.83566, 1.40711, 2.00496], [1.45320, 1.65892, 1.60876], [3.69818, 2.00080, 1.71069], [0.62127, 0.72367, 2.30544], [1.45539, -0.11162, 3.10532], [1.09696, -0.84488, 3.82497], [3.67099, -0.00660, 3.55644], [1.11019, 2.48195, 0.99095], [-0.47028, 0.72318, 2.27761], [-1.88199, 0.07246, 0.23804], [-1.44210, 1.03544, -0.78475], [-1.91362, 0.52394, -2.16370], [-0.32038, 1.14474, -0.82350], [-1.82938, 2.04175, -0.53068], [-2.74790, -0.70709, -1.73965], [-1.09746, 0.22041, -2.82443], [-2.43721, 1.32987, -2.66371], [-1.90908, -1.18957, -0.54519], [-3.01996, -1.39806, -2.54417], [-3.68433, -0.35866, -1.26902], [-0.93534, -1.50884, -0.98487], [-2.31685, -2.00098, 0.08060], [1.22847, -4.45082, 1.41935], [1.71897, -3.43616, 1.93954], [1.29230, -2.22657, 1.88482], [3.01235, -3.58686, 2.71258], [3.21273, -2.95171, 3.94124], [4.45428, -3.02958, 4.57825], [5.51328, -3.70494, 3.95134], [5.31742, -4.33039, 2.71378], [4.06535, -4.26569, 2.09282], [2.39972, -2.37241, 4.38036], [4.58362, -2.55342, 5.54866], [6.48859, -3.73543, 4.43663], [6.13460, -4.86582, 2.22863], [3.88376, -4.71823, 1.11298]], "atomic_forces_ev_per_a": [[-1.450, 0.028, -1.306], [0.170, -0.859, 0.248], [0.620, -0.226, 0.544], [-0.157, 0.049, -0.392], [0.071, -0.064, 0.363], [-0.520, 1.270, -0.054], [0.276, 0.369, -0.196], [-0.509, -0.021, 0.283], [-0.117, 0.218, -0.040], [0.248, 0.095, 0.212], [0.122, 0.012, -0.040], [-0.399, -0.250, 0.103], [0.114, 0.212, -0.059], [0.056, 0.027, 0.224], [0.042, -0.066, -0.209], [0.089, -0.073, 0.136], [-0.184, -1.636, 0.764], [-0.420, -0.528, -1.283], [-0.227, 1.022, -0.646], [0.384, 0.639, -0.221], [-0.364, 0.218, 0.430], [0.664, -0.088, -0.062], [0.291, -1.170, -0.296], [-0.117, -0.151, 0.349], [-0.179, -0.090, -0.017], [0.131, 0.453, 0.436], [0.210, -0.171, 0.355], [-0.261, 0.864, -0.436], [-1.071, 0.427, 1.152], [0.362, -0.132, 1.223], [-0.276, -0.263, 0.125], [0.416, 0.491, -0.400], [0.379, 1.183, 0.184], [0.122, 0.185, -0.524], [-0.364, -0.165, -0.616], [0.063, -0.339, -0.061], [0.465, -0.305, -0.283], [1.558, -0.733, -1.908], [0.747, 0.440, 0.302], [-0.032, -0.362, 0.422], [-0.834, -0.301, 0.538], [-0.135, -0.736, -0.081], [-0.553, 0.442, 0.492], [0.233, -0.163, 0.250], [0.151, -0.398, 0.025], [-0.574, 0.543, -0.215], [0.440, -0.070, 0.209], [0.332, -0.178, -0.377], [-0.059, 0.341, 0.876], [0.065, 0.553, -0.250], [-0.508, 1.577, -0.121], [2.125, 0.034, 1.512], [-1.046, -1.710, -1.124], [-0.286, 0.021, -0.623], [0.179, 0.080, 0.369], [-0.318, -0.017, -0.472], [-0.310, 0.007, 0.023], [-0.298, 0.088, -0.133], [0.420, -0.277, 0.079], [0.244, -0.361, 0.030], [0.077, -0.117, -0.240], [-0.248, -0.071, -0.144], [-0.215, 0.203, 0.161], [0.168, 0.003, 0.411]]}